i.
The molecule C3H4ClF, computed with ωB97M-V with the def2-TZVPD basis set.

XYZ file:
```
9
C3H4ClF ωB97M-V with the def2-TZVPD basis set
Cl 0.366 -1.817 -1.286
F -0.308 0.159 2.015
C -0.477 -0.631 -0.324
C -0.043 0.841 -0.464
C 0.308 0.045 0.832
H -0.682 1.722 -0.630
H -1.416 -1.104 0.057
H 0.858 0.787 -1.103
H 1.393 -0.001 0.903
```

Kohn-Sham gap: 11.2 eV
spin multiplicity: 1
structure (SMILES): F[C@@H]1C[C@H]1Cl
E_LUMO: 1.14 eV

***

ii.
The molecule C3H4ClF, computed with ωB97M-V with the def2-TZVPD basis set.

XYZ file:
```
9
C3H4ClF ωB97M-V with the def2-TZVPD basis set
Cl 1.729 0.042 -0.131
F -2.079 -0.620 -0.217
C 0.211 -0.842 0.308
C -0.885 1.410 0.103
C -0.960 0.058 0.070
H 0.317 -1.061 1.383
H 0.280 -1.622 -0.349
H 0.240 1.715 0.220
H -1.726 2.068 0.030
```

Kohn-Sham gap: 10.8 eV
spin multiplicity: 1
structure (SMILES): C=C(F)CCl
E_LUMO: 0.97 eV

***

iii.
The molecule C3H4ClF, computed with ωB97M-V with the def2-TZVPD basis set.

XYZ file:
```
9
C3H4ClF ωB97M-V with the def2-TZVPD basis set
Cl -0.036 0.953 -1.949
F 1.669 0.513 -0.188
C -0.148 -1.256 0.304
C 0.358 0.934 -0.259
C -0.572 -0.007 0.501
H -0.860 -1.985 0.586
H 0.261 1.917 0.125
H -1.586 0.411 0.714
H 0.913 -1.480 0.167
```

Kohn-Sham gap: 11.1 eV
spin multiplicity: 1
structure (SMILES): C=C[C@@H](F)Cl
E_LUMO: 0.87 eV

***

Stability summary: most stable ii, least stable i.

***

i.
A cluster of 2 separate species, CH6NO in total, computed with ωB97M-V with the def2-TZVPD basis set.

XYZ file:
```
9
CH6NO ωB97M-V with the def2-TZVPD basis set
O 1.406 0.469 -1.799
N 0.008 -0.264 0.862
C -1.361 -0.367 0.902
H -1.732 -0.348 1.940
H -1.899 0.430 0.355
H 1.218 1.129 -1.055
H 0.738 -0.366 0.159
H -1.715 -1.300 0.527
H 0.256 0.754 1.019
```

Kohn-Sham gap: 6.7 eV
spin multiplicity: 1
E_LUMO: 4.33 eV
charge: -1

***

ii.
A cluster of 2 separate species, CH6NO in total, computed with ωB97M-V with the def2-TZVPD basis set.

XYZ file:
```
9
CH6NO ωB97M-V with the def2-TZVPD basis set
O -1.199 0.693 1.613
N -0.140 -0.343 -0.670
C 1.250 -0.463 -1.003
H 1.683 0.413 -1.523
H -0.389 0.700 2.071
H -0.570 0.313 -1.314
H 1.520 -1.365 -1.601
H 1.912 -0.576 -0.120
H -0.793 0.419 0.721
```

Kohn-Sham gap: 6.6 eV
spin multiplicity: 1
E_LUMO: 5.02 eV
charge: -1

***

Stability summary: most stable ii, least stable i.

***

i.
The molecule C3H9N, computed with ωB97M-V with the def2-TZVPD basis set.

XYZ file:
```
13
C3H9N ωB97M-V with the def2-TZVPD basis set
N -0.071 -0.666 0.157
C -0.040 0.763 -0.091
C -0.889 -1.456 -0.796
C 0.966 1.365 0.872
H -1.030 1.148 0.110
H -0.624 -1.184 -1.825
H -0.835 -2.442 -0.341
H 0.154 0.952 -1.157
H 0.917 0.714 1.743
H 1.971 1.190 0.478
H -1.960 -1.214 -0.822
H 0.860 2.408 1.148
H 0.819 -1.139 0.058
```

Kohn-Sham gap: 10.0 eV
spin multiplicity: 1
structure (SMILES): CCNC
E_LUMO: 1.24 eV

***

ii.
A cluster of 2 separate species, C3H9N in total, computed with ωB97M-V with the def2-TZVPD basis set.

XYZ file:
```
13
C3H9N ωB97M-V with the def2-TZVPD basis set
N -1.136 -1.228 0.510
C -1.653 -1.727 -0.779
C 1.616 1.500 -0.427
C 1.451 1.760 0.888
H -0.154 -1.066 0.288
H 1.464 2.244 -1.195
H -2.584 -2.311 -0.714
H 1.621 0.441 -0.649
H 1.976 1.155 1.622
H -1.456 -0.266 0.564
H -1.776 -0.965 -1.549
H 1.334 2.811 1.159
H -0.964 -2.442 -1.237
```

Kohn-Sham gap: 10.8 eV
spin multiplicity: 1
structure (SMILES): C=C.CN
E_LUMO: 1.05 eV

***

Stability summary: most stable i, least stable ii.

***

i.
A cluster of 2 separate species, C3H9N in total, computed with ωB97M-V with the def2-TZVPD basis set.

XYZ file:
```
13
C3H9N ωB97M-V with the def2-TZVPD basis set
N 3.872 0.400 1.154
C 3.222 0.475 0.080
C -2.148 0.387 -0.130
C -1.988 -1.097 -0.415
H -2.718 -1.400 -1.168
H -2.109 0.936 -1.065
H -2.181 -1.710 0.477
H -1.376 0.723 0.554
H -3.096 0.488 0.395
H 3.702 1.223 1.731
H 2.532 1.291 -0.172
H 3.294 -0.320 -0.661
H -1.006 -1.398 -0.780
```

Kohn-Sham gap: 11.2 eV
spin multiplicity: 1
structure (SMILES): C=N.CC
E_LUMO: 0.91 eV

***

ii.
A cluster of 2 separate species, C3H9N in total, computed with ωB97M-V with the def2-TZVPD basis set.

XYZ file:
```
13
C3H9N ωB97M-V with the def2-TZVPD basis set
N -1.665 -0.993 3.877
C 1.726 -0.407 -1.620
C -0.463 0.859 -1.636
C 1.033 0.713 -1.464
H 1.489 1.556 -0.951
H -0.948 1.154 -0.709
H 1.145 -1.375 -1.641
H -0.984 -0.056 -1.867
H 2.747 -0.401 -1.929
H -2.432 -0.334 3.886
H -0.593 1.674 -2.321
H -0.797 -0.641 3.496
H -1.936 -1.772 3.286
```

Kohn-Sham gap: 10.2 eV
spin multiplicity: 1
structure (SMILES): C=CC.N
E_LUMO: 0.90 eV

***

Stability summary: most stable i, least stable ii.

***

i.
A structure of composition C20H42BiNP3S, computed with ωB97M-V with the def2-TZVPD basis set.

XYZ file:
```
68
C20H42BiNP3S ωB97M-V with the def2-TZVPD basis set
Bi 0.000 0.000 0.000
S 2.566 0.544 -5.967
P -1.716 -1.296 0.881
P 1.503 1.098 -1.377
P -1.410 1.822 -0.062
N 0.626 0.474 2.026
C 1.422 -1.460 -9.327
C 1.995 -2.716 -9.126
C -0.484 -0.300 5.421
C -2.580 2.031 -1.496
C 0.896 -1.849 -0.678
C 2.320 -0.689 -7.216
C -2.637 2.116 1.305
C 2.896 -1.951 -7.013
C 0.814 1.823 -2.934
C -1.496 -3.133 0.936
C 0.635 0.466 3.196
C 2.732 -2.954 -7.965
C -2.385 -1.101 2.601
C 2.872 0.120 -2.149
C 1.580 -0.449 -8.382
C -0.739 3.558 -0.051
C -3.306 -1.264 -0.066
C -0.105 -1.426 -1.648
C 2.532 2.529 -0.804
C 0.648 0.458 4.684
H -3.232 1.157 -1.563
H -4.000 -2.030 0.298
H 3.528 -0.289 -1.376
H -0.321 -0.194 6.520
H -1.557 4.287 -0.038
H 0.136 2.648 -2.705
H -3.090 -1.437 -1.124
H 0.230 -1.085 -2.629
H -1.296 -3.527 -0.064
H 2.465 -0.709 -2.733
H -2.101 2.199 2.255
H 1.945 -1.799 -0.955
H -0.119 3.701 0.838
H 0.698 -2.730 -0.074
H 0.846 -1.261 -10.226
H 1.868 1.519 -6.577
H 3.184 -3.927 -7.795
H 3.242 2.187 -0.047
H 0.594 1.515 5.013
H -0.125 3.747 -0.934
H 1.906 3.304 -0.360
H 3.094 2.958 -1.642
H -2.006 2.083 -2.424
H 1.129 0.525 -8.549
H -2.406 -3.599 1.328
H 1.602 0.009 5.003
H 1.869 -3.501 -9.866
H -2.441 -0.050 2.887
H -1.495 0.114 5.213
H -1.724 -1.615 3.301
H -3.784 -0.286 0.028
H -0.478 -1.392 5.212
H 1.612 2.194 -3.588
H -1.017 -2.018 -1.746
H 3.471 -2.144 -6.111
H -3.196 2.935 -1.401
H 0.245 1.049 -3.455
H 3.456 0.769 -2.810
H -3.347 1.290 1.383
H -3.200 3.040 1.130
H -0.653 -3.388 1.585
H -3.383 -1.548 2.673
```

Kohn-Sham gap: 3.6 eV
spin multiplicity: 1
E_LUMO: -10.21 eV
charge: +3

***

ii.
A structure of composition C20H42BiNP3S, computed with ωB97M-V with the def2-TZVPD basis set.

XYZ file:
```
68
C20H42BiNP3S ωB97M-V with the def2-TZVPD basis set
Bi 0.994 -1.351 -0.079
S -0.465 -0.256 -5.082
P 0.177 0.804 2.537
P -1.741 -0.308 -0.653
P -0.149 -3.087 1.620
N 0.477 2.018 -0.152
C -2.085 1.057 -1.814
C 1.354 1.778 -4.587
C 2.738 0.233 -2.730
C 2.739 -2.838 -0.154
C -0.422 2.551 2.648
C -3.015 0.067 0.607
C 2.299 2.359 -3.754
C 1.082 -3.333 2.945
C 2.951 1.610 -2.773
C -0.645 5.412 -0.146
C 1.634 -0.299 -3.386
C -0.194 -4.710 0.743
C 0.353 3.119 -0.512
C 0.911 0.475 -4.310
C -1.818 -3.038 2.336
C 1.718 1.061 3.506
C 1.805 -3.081 -1.256
C -2.572 -1.664 -1.545
C -0.877 0.153 3.892
C 0.256 4.482 -0.994
H 1.457 1.432 4.505
H -0.509 -0.823 4.233
H 0.390 3.229 2.350
H 2.263 0.113 3.590
H 0.853 -4.303 3.413
H -3.606 -1.345 -1.693
H 0.820 -5.147 0.652
H -0.729 2.766 3.680
H -0.837 -5.362 1.367
H -2.085 -1.829 -2.511
H 1.081 -3.907 -1.251
H -3.118 0.939 -2.153
H 2.104 -3.366 2.539
H 3.363 -0.436 -2.142
H 2.507 3.420 -3.813
H -3.119 -0.758 1.313
H -1.956 -4.020 2.815
H 3.710 -2.342 -0.339
H -0.299 5.496 0.891
H -1.402 1.016 -2.668
H -1.282 2.672 1.975
H -3.948 0.209 0.055
H -2.762 0.982 1.148
H 2.109 -2.766 -2.255
H -0.121 4.448 -2.032
H -2.538 -2.590 -0.964
H 3.578 2.056 -2.008
H 1.028 -2.525 3.690
H -1.972 2.017 -1.309
H -1.688 5.070 -0.128
H -0.637 6.418 -0.576
H -0.830 0.887 4.707
H -2.574 -2.920 1.544
H 1.281 4.891 -1.047
H 2.338 1.802 2.987
H -1.909 0.080 3.521
H 0.914 2.303 -5.427
H 1.266 -1.289 -3.114
H -0.813 0.703 -5.910
H 2.739 -3.588 0.642
H -0.646 -4.606 -0.264
H -1.929 -2.240 3.081
```

Kohn-Sham gap (spin up / spin down): 3.1 / 2.6 eV
spin multiplicity: 1
E_LUMO (spin up / spin down): -12.75 / -13.03 eV
charge: +3

***

Stability summary: most stable ii, least stable i.

***

i.
The ion C3H6N3S with charge +1, computed with ωB97M-V with the def2-TZVPD basis set.

XYZ file:
```
13
C3H6N3S ωB97M-V with the def2-TZVPD basis set
S -1.481 -1.069 0.171
N 1.950 0.816 0.220
N 0.991 -1.845 -0.153
N 0.673 0.474 0.199
C -2.107 1.675 -0.076
C -2.404 0.450 -0.126
C 0.252 -0.735 0.064
H 2.109 1.806 0.351
H -3.395 0.084 -0.391
H 1.938 -1.764 -0.487
H 0.531 -2.725 -0.325
H -1.728 2.658 0.010
H 2.671 0.176 0.544
```

Kohn-Sham gap (spin up / spin down): 5.4 / 9.1 eV
spin multiplicity: 1
E_LUMO (spin up / spin down): -6.91 / -4.25 eV
charge: +1

***

ii.
A structure of composition C3H6N3S, computed with ωB97M-V with the def2-TZVPD basis set.

XYZ file:
```
13
C3H6N3S ωB97M-V with the def2-TZVPD basis set
S 3.580 0.305 -0.115
N 2.006 0.077 -0.029
N 1.352 -1.053 -0.081
N -0.459 0.271 -0.040
C -1.928 0.405 -0.135
C 0.400 1.227 0.005
C 0.012 -1.029 -0.078
H 0.349 2.296 0.267
H -2.197 0.149 -1.071
H -2.232 -0.097 0.724
H 1.663 -1.976 0.159
H -2.121 1.378 0.148
H -0.423 -1.952 0.246
```

Kohn-Sham gap (spin up / spin down): 7.3 / 7.1 eV
spin multiplicity: 1
E_LUMO (spin up / spin down): -5.01 / -5.11 eV
charge: +1

***

iii.
The ion C3H6N3S with charge +1, computed with ωB97M-V with the def2-TZVPD basis set.

XYZ file:
```
13
C3H6N3S ωB97M-V with the def2-TZVPD basis set
S 0.780 -2.193 1.372
N 1.584 -0.156 -0.195
N -0.522 -0.084 0.759
N 1.370 0.991 -0.934
C 0.249 1.588 -0.888
C 0.555 -0.783 0.501
C -1.827 -0.544 0.711
H 2.048 1.356 -1.582
H -2.548 -0.489 1.643
H -2.363 0.121 -0.138
H 0.153 2.521 -1.325
H 2.475 -0.715 -0.251
H -1.954 -1.612 0.328
```

Kohn-Sham gap (spin up / spin down): 6.8 / 7.4 eV
spin multiplicity: 1
E_LUMO (spin up / spin down): -6.76 / -6.49 eV
charge: +1

***

Stability summary: most stable i, least stable iii.